Record 1
Density functional theory data (wB97M-V/def2-TZVPD) for a molecular structure, C3H6N2S3 in a non-equilibrium geometry.

The geometry in ORCA input format:
```
! wB97M-V def2-TZVPD RIJCOSX def2/J DEFGRID3
* xyz 0 1
S -1.466 2.518 -0.273
S 3.043 0.254 0.242
S 0.508 -0.747 -1.739
N 0.667 1.204 0.315
N 1.437 0.100 0.235
C -0.569 1.185 -0.210
C -0.869 -0.212 -0.734
C -1.225 -1.077 0.484
H 0.996 2.141 0.513
H 3.297 -1.103 0.427
H -2.205 -0.650 0.885
H -1.363 -2.060 0.059
H -0.475 -1.277 1.167
H -1.775 -0.275 -1.370
*
```

The HOMO energy (spin up / spin down) is -8.18 / -8.59 eV. The LUMO energy (spin up / spin down) is -1.22 / -1.39 eV. The HOMO-LUMO gap (spin up / spin down) comes out at 6.96 / 7.20 eV.

=====

Record 2
Density functional theory data (wB97M-V/def2-TZVPD) for a molecular structure, C15H22BrCl4N2O4V.

The geometry in ORCA input format:
```
! wB97M-V def2-TZVPD RIJCOSX def2/J DEFGRID3
* xyz -1 2
Br 1.400 0.377 -2.876
V 0.449 -0.842 -0.898
Cl -1.207 -3.638 2.785
Cl 2.811 -6.832 0.981
Cl 0.413 -6.351 2.943
Cl 3.563 -4.602 -1.128
O -0.919 -1.743 -1.960
O -0.185 -1.830 0.631
O -2.944 -1.521 -1.003
O 1.758 -2.214 -0.954
N -1.230 0.576 -0.685
N -1.727 1.165 -1.883
C -2.168 -2.019 -1.804
C -3.004 2.774 -3.079
C 1.381 0.533 0.338
C 0.840 -5.148 1.776
C 1.904 -5.361 0.907
C 1.517 -3.206 -0.104
C 0.441 -2.991 0.775
C -3.769 1.978 -0.835
C -2.557 2.358 -1.681
C 2.459 1.152 2.516
C 1.353 0.331 1.851
C -1.788 3.515 -1.027
C 2.246 -4.384 -0.034
C 0.110 -3.958 1.712
C -0.006 0.700 2.440
H -1.401 3.246 -0.040
H 1.103 1.560 0.082
H -3.493 1.792 0.205
H -0.945 3.815 -1.652
H -4.503 2.787 -0.843
H -0.796 0.077 2.022
H -2.505 -2.839 -2.462
H -1.960 -0.061 -0.346
H -3.597 3.690 -3.037
H 3.442 0.865 2.137
H -0.921 1.370 -2.468
H 1.536 -0.723 2.074
H -4.227 1.070 -1.228
H -2.138 2.957 -3.720
H -0.020 0.560 3.524
H -3.600 1.982 -3.531
H -1.022 1.274 0.023
H -2.440 4.380 -0.886
H 2.458 1.011 3.601
H 2.396 0.382 -0.050
H 2.320 2.218 2.314
H -0.231 1.755 2.240
*
```

The HOMO energy (spin up / spin down) is -5.27 / -5.26 eV. The LUMO energy (spin up / spin down) is 2.23 / 2.62 eV. The HOMO-LUMO gap (spin up / spin down) comes out at 7.50 / 7.88 eV.

=====

Record 3
Density functional theory data (wB97M-V/def2-TZVPD) for a single C2H4N4 molecule in a non-equilibrium geometry.

The geometry in ORCA input format:
```
! wB97M-V def2-TZVPD RIJCOSX def2/J DEFGRID3
* xyz 0 1
N -1.658 -0.061 -0.018
N 1.914 0.440 0.262
N 0.499 -1.027 -0.219
N 1.815 -0.782 -0.071
C 0.683 1.058 0.261
C -0.267 0.074 -0.031
H -2.058 -0.531 -0.823
H 1.080 1.955 -0.189
H 0.233 -1.981 -0.384
H -2.158 0.792 0.182
*
```

Its SMILES is Nc1cnn[nH]1. The HOMO energy is -8.82 eV. The LUMO energy is 0.67 eV. The HOMO-LUMO gap comes out at 9.48 eV.

=====

Record 4
Density functional theory data (wB97M-V/def2-TZVPD) for a single C9H13NO2 molecule in a non-equilibrium geometry.

The geometry in ORCA input format:
```
! wB97M-V def2-TZVPD RIJCOSX def2/J DEFGRID3
* xyz 0 1
O -2.015 -1.304 0.117
O -0.391 -1.932 -1.291
N -0.216 -0.294 1.804
C 2.531 -0.118 1.368
C 0.068 0.675 -2.382
C 0.616 0.007 2.807
C -1.644 1.449 -0.400
C -1.152 0.448 -1.301
C 1.930 0.140 2.665
C 0.324 -0.533 0.557
C -0.836 -0.883 -0.502
C 1.742 -0.625 0.370
H -1.179 -2.084 -1.823
H 3.583 -0.329 1.256
H 1.044 0.933 -2.073
H 0.172 0.328 3.758
H -1.960 0.139 -2.064
H 2.459 0.555 3.482
H -0.950 1.337 0.446
H -1.730 -1.889 0.868
H -1.644 2.446 -0.769
H 0.063 -0.250 -2.985
H 2.071 -0.857 -0.689
H -2.660 1.199 -0.016
H -0.224 1.441 -3.203
*
```

Its SMILES is CC(C)C(O)(O)c1ccccn1. The HOMO energy is -9.79 eV. The LUMO energy is 0.65 eV. The HOMO-LUMO gap comes out at 10.45 eV.

=====

Record 5
Density functional theory data (wB97M-V/def2-TZVPD) for 17 unconnected molecules or ions with the total composition C68H136O34 in a non-equilibrium geometry.

The geometry in ORCA input format:
```
! wB97M-V def2-TZVPD RIJCOSX def2/J DEFGRID3
* xyz 0 1
O 17.423 9.629 17.685
O 14.029 9.395 12.365
O 21.936 20.087 11.878
O 15.926 10.259 16.131
O 21.474 10.330 16.037
O 22.559 14.604 13.405
O 14.719 16.802 21.452
O 20.576 17.659 20.908
O 22.883 19.721 15.086
O 22.306 22.433 20.581
O 18.688 22.296 16.636
O 11.771 13.250 16.137
O 15.060 16.226 17.905
O 18.656 14.740 14.390
O 15.122 18.437 17.434
O 11.962 10.302 12.352
O 25.166 12.337 20.670
O 14.923 14.669 20.677
O 20.899 12.417 16.558
O 11.357 14.885 14.669
O 22.517 22.132 22.791
O 19.882 20.061 12.770
O 21.640 16.513 14.212
O 18.265 14.721 16.582
O 23.197 18.560 16.985
O 17.134 12.203 11.405
O 19.396 11.944 11.584
O 19.323 15.784 21.170
O 13.780 13.692 11.443
O 18.956 20.906 18.371
O 23.048 11.518 20.557
O 12.762 17.958 11.866
O 14.959 14.501 9.690
O 14.645 19.013 12.471
C 24.729 13.124 18.442
C 19.820 18.643 12.464
C 10.361 9.700 10.839
C 24.334 19.689 14.811
C 13.263 13.318 17.956
C 15.493 19.906 19.278
C 18.218 14.167 15.373
C 11.157 19.259 13.041
C 24.854 10.234 21.706
C 21.150 11.438 15.669
C 21.089 12.062 17.937
C 20.471 21.527 21.803
C 20.879 11.884 14.259
C 9.860 12.986 14.696
C 14.191 12.214 9.778
C 17.778 8.811 15.563
C 14.797 18.708 18.814
C 21.003 19.013 16.236
C 18.423 12.639 11.262
C 18.447 14.040 10.711
C 17.553 20.440 15.621
C 13.778 14.962 12.076
C 16.923 13.719 19.994
C 16.580 10.181 18.743
C 21.895 14.799 12.181
C 17.388 10.012 20.011
C 19.381 21.840 17.665
C 22.299 15.488 14.371
C 23.039 15.091 15.649
C 16.945 9.813 10.780
C 20.898 13.347 18.662
C 18.280 17.988 21.071
C 24.740 21.574 21.836
C 24.178 11.396 20.934
C 16.920 10.864 11.820
C 17.456 21.646 16.431
C 14.179 15.784 21.000
C 20.611 22.678 17.852
C 12.243 18.236 13.183
C 16.910 9.612 16.455
C 19.396 16.998 21.071
C 22.675 15.787 11.327
C 21.153 21.949 13.197
C 14.008 18.438 11.585
C 22.465 19.090 16.172
C 18.366 16.883 17.723
C 16.319 14.857 20.824
C 23.916 22.484 22.679
C 18.584 17.994 13.109
C 12.729 15.651 20.849
C 14.417 13.603 10.291
C 13.259 10.253 12.776
C 11.617 9.185 11.505
C 15.176 17.170 17.097
C 21.755 16.890 20.631
C 17.595 12.839 15.422
C 11.046 13.816 15.169
C 25.047 20.987 15.157
C 12.924 13.973 16.644
C 18.967 15.931 16.680
C 15.035 15.254 12.817
C 22.888 17.832 20.522
C 15.401 16.950 15.621
C 21.089 20.628 12.543
C 24.645 13.466 19.878
C 13.502 11.225 13.811
C 21.833 22.045 21.625
C 14.522 18.001 10.221
H 9.552 9.915 11.554
H 21.632 14.084 18.287
H 23.006 16.672 11.892
H 10.255 12.228 14.008
H 23.996 12.322 18.228
H 18.131 19.726 16.200
H 12.189 16.092 21.701
H 15.158 14.569 13.652
H 19.920 22.417 22.079
H 14.654 11.438 10.401
H 11.855 17.306 13.589
H 17.946 9.211 14.579
H 17.926 9.409 10.524
H 16.528 12.924 15.667
H 24.743 21.369 16.116
H 17.765 9.016 20.127
H 17.451 17.333 17.333
H 16.800 10.260 20.908
H 20.300 11.399 18.257
H 21.196 13.201 19.715
H 17.984 13.806 19.986
H 24.648 18.831 15.366
H 25.755 21.957 21.849
H 22.207 14.805 16.341
H 9.884 8.966 10.182
H 23.104 18.445 21.401
H 23.825 17.302 20.254
H 16.606 15.896 20.501
H 18.410 18.746 21.806
H 20.688 18.859 17.255
H 24.452 19.420 13.783
H 14.346 10.948 14.455
H 16.349 8.987 11.147
H 18.731 8.818 16.078
H 13.729 12.166 13.292
H 13.505 12.297 17.781
H 14.572 12.070 8.778
H 15.140 20.029 20.290
H 9.171 13.653 14.190
H 16.570 19.770 19.238
H 21.217 21.815 14.280
H 24.267 22.366 23.683
H 17.664 18.373 12.629
H 24.550 14.045 17.786
H 12.943 15.076 12.740
H 19.450 14.213 10.343
H 19.856 18.505 11.384
H 13.774 17.610 9.527
H 20.274 11.163 13.719
H 24.410 21.501 20.816
H 10.383 18.750 12.465
H 11.541 20.228 12.671
H 15.273 17.242 10.378
H 21.794 11.900 13.679
H 16.209 16.290 15.406
H 15.603 17.896 15.086
H 25.423 14.197 20.142
H 15.681 9.578 18.774
H 13.787 13.847 15.960
H 13.049 18.646 13.811
H 16.610 14.813 21.863
H 23.593 15.484 10.789
H 15.307 20.829 18.686
H 14.992 17.768 19.417
H 16.521 12.792 20.419
H 15.942 10.888 12.280
H 19.076 17.651 17.975
H 20.721 18.188 12.859
H 20.108 21.164 20.852
H 14.945 16.247 13.170
H 20.396 23.699 17.534
H 23.629 13.715 20.191
H 12.408 16.168 19.918
H 18.653 16.927 13.136
H 21.098 22.716 18.795
H 12.403 8.966 10.732
H 10.533 10.597 10.204
H 24.759 20.569 22.235
H 26.108 20.752 15.120
H 20.707 18.085 15.715
H 16.428 10.147 9.879
H 17.364 17.438 21.292
H 12.389 13.305 18.627
H 13.077 12.105 9.810
H 17.945 12.134 16.179
H 13.994 13.879 18.522
H 17.713 12.398 14.443
H 17.327 7.817 15.431
H 21.317 22.217 17.173
H 20.925 15.252 12.332
H 16.557 20.008 15.587
H 10.740 19.424 14.005
H 21.852 13.797 11.809
H 18.560 18.330 14.157
H 25.250 10.602 22.654
H 17.987 20.605 14.636
H 22.713 18.602 19.751
H 18.188 10.798 20.075
H 18.271 18.467 20.087
H 23.739 14.291 15.464
H 22.119 22.409 12.890
H 11.525 8.321 12.108
H 13.698 18.877 18.869
H 17.635 10.691 12.604
H 22.014 16.158 10.546
H 23.974 23.526 22.398
H 25.687 12.696 18.183
H 24.168 9.440 21.891
H 24.816 21.777 14.466
H 20.442 20.839 22.612
H 12.634 11.463 14.441
H 17.686 14.120 9.960
H 21.643 16.426 19.668
H 20.291 22.597 13.006
H 13.594 15.632 11.204
H 25.669 9.822 21.131
H 16.918 21.504 17.362
H 18.051 16.377 18.613
H 14.954 18.934 9.812
H 19.855 13.760 18.671
H 16.808 22.338 15.868
H 19.972 15.587 16.959
H 20.507 19.803 15.708
H 12.416 14.631 20.721
H 12.659 15.002 16.688
H 20.491 12.917 14.158
H 23.504 15.974 16.109
H 18.219 14.789 11.468
H 22.065 11.586 18.005
H 21.848 16.115 21.378
H 19.025 16.421 15.701
H 9.351 12.448 15.514
H 16.295 11.216 18.501
H 15.903 15.253 12.167
H 16.603 13.905 18.991
H 14.478 16.558 15.179
*
```

The HOMO energy is -10.04 eV. The LUMO energy is 0.57 eV. The HOMO-LUMO gap comes out at 10.62 eV.

=====

Record 6
Density functional theory data (wB97M-V/def2-TZVPD) for a single C4H8N2O2 molecule in a non-equilibrium geometry.

The geometry in ORCA input format:
```
! wB97M-V def2-TZVPD RIJCOSX def2/J DEFGRID3
* xyz 0 1
O -0.613 1.284 -0.265
O 1.244 1.085 3.479
N 0.880 -0.876 0.797
N 0.266 -0.143 1.672
C 0.996 -0.036 2.899
C -0.743 -0.011 -0.772
C -1.051 0.081 -2.231
C 0.551 -0.799 -0.464
H 0.036 0.754 1.056
H -1.597 -0.430 -0.049
H 0.438 1.493 -0.209
H 1.531 -1.075 -1.259
H 1.327 -1.266 3.139
H -1.739 -0.824 -2.548
H -1.469 1.128 -2.412
H -0.056 -0.365 -2.834
*
```

Its SMILES is C[C@H](O)/C=N\NC=O. The HOMO energy is -9.20 eV. The LUMO energy is 0.33 eV. The HOMO-LUMO gap comes out at 9.53 eV.

=====

Record 7
Density functional theory data (wB97M-V/def2-TZVPD) for 7 unconnected molecules or ions with the total composition C21H26Cl2F4O18 in a non-equilibrium geometry.

The geometry in ORCA input format:
```
! wB97M-V def2-TZVPD RIJCOSX def2/J DEFGRID3
* xyz 0 1
Cl -4.091 -0.116 -0.574
Cl -2.191 1.602 0.915
F 2.408 -1.711 4.864
F -0.046 -0.094 -5.466
F -4.901 -4.795 1.908
F 3.494 -2.185 -6.866
O -6.463 -2.505 3.046
O 1.779 0.001 3.705
O -7.182 -1.506 1.032
O 2.343 1.483 5.074
O -5.345 -2.825 1.175
O 0.470 -2.039 1.288
O -1.111 -3.727 1.179
O 0.795 2.023 3.658
O 2.490 6.248 2.197
O 3.417 -0.645 -3.790
O -2.218 0.602 -3.412
O -0.060 0.854 -3.417
O 2.097 4.979 0.434
O 4.113 -2.236 -2.384
O 0.483 5.320 1.902
O -1.027 -1.935 -0.272
O 3.860 -2.506 -4.608
O -1.421 2.643 -2.777
C -0.582 -2.666 0.750
C 1.616 1.240 4.085
C -6.395 -2.215 1.713
C 1.697 5.606 1.555
C -0.156 -0.948 -0.664
C -0.246 -0.333 -4.186
C 3.810 -1.818 -3.496
C -1.265 1.479 -3.187
C 1.829 2.865 -0.257
C -4.665 -3.551 2.184
C -1.688 -0.608 -3.932
C 2.768 -0.591 4.367
C 3.408 -0.583 -5.183
C 0.009 4.261 1.012
C 1.058 4.249 -0.119
C -5.331 -3.132 3.523
C 2.234 -0.726 0.396
C 3.031 -1.930 -5.555
C -3.747 0.689 0.955
C 3.151 0.346 5.418
C 0.689 -0.830 0.643
H -1.874 -1.206 -3.040
H 2.747 2.941 -0.839
H 2.807 -0.710 1.323
H 3.471 -0.838 3.571
H 0.317 -1.256 -1.596
H 2.791 -1.240 -0.387
H 2.077 2.301 0.643
H 2.038 -2.341 -5.374
H 2.598 0.047 -5.549
H -4.484 1.415 1.299
H 0.324 -1.217 -3.900
H 2.771 -0.110 6.332
H 4.345 -0.185 -5.572
H -0.794 -0.066 -0.719
H 1.083 2.213 -0.711
H 0.086 3.342 1.594
H 4.186 0.660 5.550
H -5.664 -3.967 4.140
H 0.304 -0.086 1.341
H -3.738 -0.071 1.736
H -3.596 -3.334 2.190
H 0.765 4.707 -1.064
H -4.750 -2.443 4.137
H -2.217 -1.172 -4.700
H 2.468 0.284 0.058
H -0.982 4.593 0.702
*
```

Its SMILES is O=C1OC[C@@H](F)O1.O=C1OC[C@@H](F)O1.O=C1OC[C@@H](F)O1.O=C1OC[C@@H](F)O1.C[C@H]1COC(=O)O1.C[C@H]1COC(=O)O1.ClCCl. The HOMO energy is -10.21 eV. The LUMO energy is -0.03 eV. The HOMO-LUMO gap comes out at 10.18 eV.

=====

Record 8
Density functional theory data (wB97M-V/def2-TZVPD) for 2 unconnected molecules or ions with the total composition C2H9N2O in a non-equilibrium geometry.

The geometry in ORCA input format:
```
! wB97M-V def2-TZVPD RIJCOSX def2/J DEFGRID3
* xyz 1 1
O 0.345 -1.246 -1.370
N 0.688 -0.455 1.282
N -1.403 0.594 0.433
C 0.856 0.177 0.169
C -0.253 1.114 -0.193
H -0.203 1.434 -1.333
H -0.213 -0.419 1.904
H -0.410 -1.801 -1.168
H -1.651 -0.335 0.074
H 1.098 -1.571 -1.818
H 1.774 0.153 -0.274
H 0.100 1.954 0.357
H 1.482 -0.941 1.628
H -2.210 1.342 0.310
*
```

The HOMO energy is -14.42 eV. The LUMO energy is -3.70 eV. The HOMO-LUMO gap comes out at 10.72 eV.

=====

Calculated values (kcal/mol) of ΔE to the lowest compared entry with this formula, charge and spin for the records, taken in order: 92.8 0.0 51.8 51.8 0.0 151.0 72.5 59.0.